ORCA calculation (wB97M-V/def2-TZVPD) on one molecule with the formula C17H19N3O5S.

For the highest occupied orbital energy, the calculation gives -8.11 eV. The calculation puts the HOMO-LUMO gap at 8.6746 eV. The largest force on an atom comes out at 0.0159 hartree/bohr. The calculation puts the energy above the lowest of the compared OMol25 structures with the same formula, charge and spin at 321.2 kJ/mol. The SMILES is COc1ccc([C@H]2Nc3ccccc3C(=O)N2NS(C)(=O)=O)cc1OC.

ORCA input file:
```
! RIJCOSX wB97M-V def2-TZVPD def2/J DEFGRID3
* xyz 0 1
C 3.84 0.63 4.12
H 3.43 1.63 4.33
O 2.83 -0.34 4.05
C 1.91 -0.24 3.05
C 1.84 0.79 2.13
C 0.87 0.79 1.14
C -0.05 -0.23 1.06
C 0.00 -1.27 1.99
C 0.96 -1.29 2.99
O 1.08 -2.25 3.94
C 0.18 -3.33 3.93
H 0.25 -3.90 2.99
H 0.47 -3.96 4.76
H -0.85 -2.99 4.07
H -0.73 -2.07 1.92
C -1.08 -0.27 -0.03
N -1.78 0.98 -0.16
C -2.54 1.16 -1.30
C -3.51 2.16 -1.36
C -4.34 2.25 -2.46
C -4.22 1.35 -3.51
C -3.22 0.40 -3.49
C -2.37 0.30 -2.39
C -1.12 -0.46 -2.49
O -0.62 -0.82 -3.54
N -0.47 -0.68 -1.31
N 0.90 -0.90 -1.33
H 1.14 -1.77 -1.79
S 1.77 0.42 -1.96
O 2.99 0.50 -1.21
O 0.89 1.55 -1.92
C 2.21 0.02 -3.67
H 2.95 -0.76 -3.64
H 1.31 -0.28 -4.19
H 2.62 0.92 -4.11
H -3.06 -0.27 -4.33
H -4.89 1.42 -4.36
H -5.10 3.01 -2.49
H -3.60 2.86 -0.54
H -1.35 1.79 0.25
H -1.84 -1.04 0.19
H 0.86 1.59 0.41
H 2.56 1.59 2.15
H 4.48 0.33 4.94
H 4.43 0.67 3.19
*
```

Formally, the Löwdin partial charges of the atoms, in units of the elementary charge, are as follows: -0.0797 0.0963 -0.0611 -0.1935 0.0087 -0.0556 -0.1810 0.0411 -0.1873 -0.0622 -0.0838 0.0965 0.0946 0.0967 0.1094 -0.2252 0.1039 -0.1974 -0.0134 -0.0757 -0.0838 -0.0106 -0.0724 -0.3967 0.0483 -0.0441 -0.0458 0.1299 0.6280 -0.3007 -0.2820 -0.1135 0.0651 0.0396 0.0695 0.1192 0.1005 0.1047 0.1125 0.1399 0.1610 0.0958 0.1111 0.0942 0.0989